Entry 1:
59
Properties=species:S:1:pos:R:3 method="wB97M-V/def2-TZVPD" total_charge=+2 e_homo_ev=-14.24 homo_lumo_gap_ev=8.3 max_force_ev_per_a=1.56 de_lowest_kcal_mol=0.00
Y 1.983 -0.627 1.270
O 7.211 1.341 4.626
C 6.124 0.848 4.054
C 5.435 -0.275 4.528
C 4.314 -0.694 3.851
N 3.838 -0.078 2.749
C 4.523 0.988 2.319
Br 3.784 1.773 0.760
C 5.655 1.509 2.904
H 7.483 0.829 5.404
H 5.767 -0.810 5.403
H 3.760 -1.562 4.195
H 6.166 2.370 2.514
N 3.065 -2.906 -1.065
C 2.759 -2.180 -0.237
S 0.100 0.896 0.352
Sb -1.348 0.373 -1.411
C -0.741 1.548 -2.998
C -1.577 2.539 -3.500
C -1.166 3.289 -4.593
C 0.063 3.047 -5.176
C 0.895 2.055 -4.679
C 0.495 1.302 -3.590
C -3.205 1.013 -0.763
C -4.344 0.220 -0.705
C -5.534 0.760 -0.245
C -5.591 2.083 0.158
C -4.456 2.876 0.110
C -3.263 2.344 -0.345
C -1.113 -1.631 -1.881
C -2.164 -2.485 -2.194
C -1.889 -3.791 -2.574
C -0.583 -4.243 -2.646
C 0.468 -3.391 -2.347
C 0.199 -2.085 -1.970
H -2.544 2.732 -3.060
H -1.810 4.058 -4.991
H 0.376 3.630 -6.027
H 1.848 1.869 -5.145
H 1.150 0.522 -3.216
H -4.334 -0.819 -1.005
H -6.420 0.145 -0.204
H -6.521 2.500 0.509
H -4.502 3.906 0.422
H -2.381 2.978 -0.370
H -3.190 -2.156 -2.175
H -2.702 -4.458 -2.821
H -0.381 -5.256 -2.945
H 1.493 -3.730 -2.407
H 1.037 -1.431 -1.752
C -1.067 0.258 3.892
Te 0.456 -1.224 3.985
C -0.772 -2.859 3.397
H -1.346 0.444 2.862
H -0.678 1.158 4.356
H -1.903 -0.124 4.476
H -1.501 -3.011 4.187
H -0.151 -3.743 3.298
H -1.270 -2.634 2.455

Entry 2:
54
Properties=species:S:1:pos:R:3 method="wB97M-V/def2-TZVPD" e_homo_ev=-9.50 homo_lumo_gap_ev=9.8 max_force_ev_per_a=4.97 de_lowest_kcal_mol=108.13
C -0.336 0.085 -1.044
N 0.029 -0.023 0.336
O 0.107 1.012 0.978
O 0.166 -1.135 0.815
H -0.269 -0.919 -1.524
H 0.493 0.568 -1.519
H -1.299 0.710 -1.022
C 4.371 -1.326 2.688
N 5.807 -1.710 2.472
O 6.035 -2.525 1.573
O 6.652 -1.228 3.187
H 4.387 -0.241 2.560
H 4.035 -1.459 3.706
H 3.807 -1.917 2.061
C 2.906 2.058 0.193
C 2.989 2.676 1.527
C 2.089 3.891 1.713
O 3.718 2.179 2.349
H 3.570 2.500 -0.552
H 1.863 2.030 -0.164
H 3.231 1.033 0.291
H 1.066 3.457 1.561
H 2.163 4.525 0.851
H 2.188 4.383 2.658
C -6.059 2.040 -0.730
C -4.857 1.268 -1.310
C -5.065 0.177 -2.353
O -3.746 1.441 -0.948
H -5.860 2.595 0.122
H -6.974 1.418 -0.593
H -6.332 2.766 -1.564
H -4.036 -0.336 -2.519
H -5.396 0.689 -3.339
H -5.841 -0.429 -1.996
C 4.377 -1.804 -2.651
C 2.925 -1.691 -2.224
C 1.934 -2.495 -3.195
O 2.552 -0.926 -1.420
H 4.621 -0.926 -3.270
H 4.699 -2.709 -3.186
H 4.990 -1.629 -1.838
H 0.960 -2.779 -2.644
H 2.387 -3.399 -3.656
H 1.807 -1.784 -4.001
C -3.224 -1.678 0.790
C -4.308 -0.987 1.606
C -3.794 -0.409 2.930
O -5.421 -0.832 1.142
H -2.265 -1.778 1.234
H -3.203 -0.999 -0.095
H -3.562 -2.635 0.372
H -2.970 -1.079 3.286
H -4.610 -0.295 3.676
H -3.496 0.584 2.683

In order of appearance, LUMO = -0.217; 0.009 Ha.